The following is a quantum chemistry calculation of the molecule C4H5ClN2, from OMol25.

frontier orbital gap = 9.05 eV
SMILES string = Nn1cccc1Cl
HOMO energy = -8.19 eV
2S+1 = 1
ΔE to the lowest compared entry with this formula, charge and spin = 2.308 eV

XYZ file:
```
12
Properties=species:S:1:pos:R:3:forces:R:3
N 0.682 1.943 0.070 0.104 -1.535 -1.105
N 0.187 0.650 -0.078 -0.184 -2.619 1.211
C -1.114 0.095 -0.065 -1.058 4.396 -0.045
C -1.137 -1.241 0.018 -0.377 1.738 -0.705
C 0.202 -1.570 0.030 0.650 -5.406 1.121
C 0.980 -0.482 0.104 0.606 0.510 -1.024
Cl 2.674 -0.500 -0.029 0.426 0.397 0.187
H 0.737 2.341 -0.855 -0.221 0.801 0.489
H 0.333 2.433 0.861 -0.439 0.511 0.091
H -1.913 0.839 -0.061 0.092 -0.444 -0.130
H -2.028 -1.799 -0.114 -0.325 -0.702 0.233
H 0.397 -2.709 0.119 0.727 2.352 -0.323
```
Positions in Å, forces in eV/Å.

The following is a quantum chemistry calculation of the molecule C22H25Cl2N3O4S, from OMol25.

frontier orbital gap = 9.30 eV
SMILES string = C[C@H](NC(=O)C1CCN(S(=O)(=O)c2ccccc2)CC1)C(=O)NCc1ccc(Cl)c(Cl)c1
HOMO energy = -8.95 eV
2S+1 = 1
ΔE to the lowest compared entry with this formula, charge and spin = 0.097 eV

XYZ file:
```
57
Properties=species:S:1:pos:R:3:forces:R:3
C -0.313 1.661 -3.913 0.259 -0.057 0.093
C 0.956 1.133 -3.265 -0.059 0.158 -0.126
N 0.627 0.109 -2.287 -0.318 0.337 -0.202
C 1.461 -0.898 -1.983 -0.146 -0.526 0.337
O 2.551 -1.040 -2.517 0.402 -0.053 -0.179
C 0.978 -1.813 -0.860 0.077 0.142 -0.104
C -0.469 -2.284 -1.086 -0.055 -0.078 0.095
C -1.175 -2.686 0.213 -0.262 -0.239 -0.624
N -0.964 -1.743 1.291 -0.662 0.851 0.181
S -1.734 -0.259 1.088 -0.297 -0.547 0.235
O -1.281 0.599 2.140 0.053 -0.076 0.299
O -1.629 0.254 -0.260 -0.327 -0.127 0.003
C -3.428 -0.742 1.387 0.483 0.100 -0.241
C -3.756 -1.197 2.650 -0.031 -0.021 0.178
C -5.058 -1.593 2.906 0.118 0.036 0.024
C -6.010 -1.531 1.899 -0.027 0.011 -0.065
C -5.669 -1.072 0.637 -0.011 0.004 0.033
C -4.367 -0.674 0.377 0.092 0.096 -0.173
C 0.443 -1.611 1.618 0.580 0.534 0.134
C 1.198 -1.013 0.438 -0.010 -0.225 0.191
C 1.718 2.254 -2.534 0.111 -0.519 -0.445
O 1.265 3.363 -2.353 -0.279 0.390 0.133
N 2.928 1.851 -2.094 0.478 -0.024 0.042
C 3.675 2.626 -1.122 -0.166 0.104 0.002
C 3.304 2.190 0.274 0.114 -0.018 0.064
C 2.053 2.519 0.787 0.030 0.007 0.098
C 1.654 2.056 2.027 0.068 -0.022 -0.029
C 2.511 1.261 2.774 0.167 -0.008 -0.132
Cl 2.008 0.672 4.312 -0.151 -0.013 0.197
C 3.766 0.933 2.271 -0.196 0.043 0.052
Cl 4.835 -0.066 3.184 0.171 -0.090 -0.004
C 4.156 1.392 1.023 -0.114 0.116 -0.003
H -0.845 0.859 -4.416 -0.015 -0.085 -0.040
H -0.954 2.099 -3.152 -0.094 0.091 0.008
H -0.062 2.434 -4.633 -0.051 0.087 -0.034
H 1.622 0.673 -4.005 -0.096 0.083 0.140
H -0.185 0.292 -1.707 0.093 -0.149 -0.008
H 1.639 -2.686 -0.838 -0.004 0.151 -0.096
H -1.054 -1.495 -1.552 0.046 -0.200 -0.053
H -0.462 -3.138 -1.766 -0.026 0.026 -0.031
H -0.816 -3.657 0.566 -0.099 0.076 0.054
H -2.253 -2.758 0.045 0.047 -0.217 -0.062
H -2.990 -1.224 3.408 0.038 -0.064 0.180
H -5.331 -1.948 3.888 -0.002 -0.022 0.085
H -7.024 -1.840 2.101 -0.082 -0.031 0.016
H -6.414 -1.022 -0.142 -0.048 0.010 -0.067
H -4.067 -0.304 -0.591 -0.025 0.023 -0.136
H 0.824 -2.601 1.882 -0.117 0.013 0.037
H 0.512 -0.955 2.484 0.203 -0.154 0.043
H 0.840 0.011 0.313 0.173 -0.010 0.006
H 2.266 -0.969 0.653 0.022 0.076 -0.024
H 3.193 0.882 -2.232 -0.134 -0.024 -0.073
H 4.743 2.493 -1.305 -0.053 0.072 0.029
H 3.401 3.673 -1.276 0.166 -0.106 0.020
H 1.384 3.133 0.204 -0.095 0.082 -0.090
H 0.671 2.279 2.410 -0.058 0.029 0.063
H 5.128 1.119 0.642 0.119 -0.043 -0.030
```
Positions in Å, forces in eV/Å.

The following is a quantum chemistry calculation of a cluster of 2 separate species, C22H25F3N2O3S in total, from OMol25.

frontier orbital gap = 6.87 eV
HOMO energy = -6.66 eV
2S+1 = 1
ΔE to the lowest compared entry with this formula, charge and spin = 6.758 eV

XYZ file:
```
56
Properties=species:S:1:pos:R:3:forces:R:3
C 0.975 -2.023 3.762 0.491 -0.520 -0.597
O 1.032 -2.255 2.338 -0.173 0.395 0.456
C 1.603 -1.321 1.552 1.240 0.887 0.040
C 1.713 -1.648 0.191 0.200 -0.469 0.029
N 0.926 -2.730 -0.272 0.758 -1.412 -0.700
C -0.391 -2.862 -0.034 0.632 -2.312 1.784
N -0.646 -4.217 -0.314 0.425 1.320 -0.502
C -1.738 -5.128 -0.019 -0.557 -0.265 0.083
C 0.507 -4.782 -0.871 -0.491 -1.284 0.272
C 1.476 -3.888 -0.828 -0.353 1.557 0.694
C 2.455 -0.954 -0.746 -0.418 0.758 0.635
O 2.447 -1.476 -1.994 0.409 0.309 -0.210
C 3.082 -0.701 -3.023 -0.112 -0.235 0.378
C 3.023 0.254 -0.321 0.550 -0.079 -0.462
C 2.803 0.671 0.981 0.208 0.038 0.513
C 2.105 -0.072 1.945 -0.154 -0.570 -0.312
H 0.447 -2.892 4.138 -0.079 0.041 0.150
H 1.991 -2.007 4.179 -0.204 0.122 -0.109
H 0.438 -1.121 4.014 -0.193 0.307 -0.039
H -2.466 -4.684 0.655 0.048 0.156 -0.093
H -2.240 -5.486 -0.932 0.160 0.402 0.246
H -1.308 -6.014 0.471 -0.155 0.381 -0.041
H 0.618 -5.842 -1.150 -0.552 0.804 0.177
H 2.503 -3.923 -1.040 0.880 -0.124 -0.397
H 2.933 -1.271 -3.941 0.074 0.182 0.119
H 2.595 0.271 -3.080 0.034 0.084 -0.162
H 4.151 -0.579 -2.809 -0.202 -0.042 -0.112
H 3.663 0.844 -0.986 -0.404 -0.179 0.306
H 3.274 1.593 1.311 -0.227 -0.029 -0.151
H 1.927 0.333 2.942 0.246 -0.226 -0.314
C -2.992 1.848 -1.678 -0.465 0.040 -0.414
C -1.669 1.837 -0.942 0.453 0.213 1.851
C -0.527 1.336 -1.797 0.530 0.275 -0.582
C -1.392 3.310 -0.404 0.108 0.232 -0.695
C -1.406 3.616 0.964 -0.016 -0.170 0.250
C -1.131 4.904 1.452 -0.076 -0.306 -1.189
C -0.850 5.921 0.513 0.069 0.106 0.901
C -0.868 5.663 -0.861 -0.038 0.068 -0.018
C -1.154 4.367 -1.303 -0.040 -0.124 0.512
O -1.739 1.022 0.156 0.012 -0.641 0.826
S -0.906 -1.154 0.312 -1.716 2.317 -1.306
C -2.052 -0.845 1.739 -1.580 -1.248 -0.433
F -3.243 -0.712 1.100 0.382 0.262 1.885
F -2.172 -2.001 2.500 0.327 0.999 -0.326
F -1.794 0.170 2.622 -0.238 -1.861 -1.785
H -2.947 2.454 -2.576 -0.029 0.339 -0.288
H -3.303 0.850 -2.001 0.215 -0.080 0.224
H -3.767 2.256 -1.029 0.000 -0.047 0.021
H -0.297 2.010 -2.607 0.135 0.364 -0.550
H 0.380 1.250 -1.193 -0.094 -0.051 0.102
H -0.753 0.367 -2.249 -0.135 -0.041 0.173
H -1.654 2.825 1.676 0.170 0.070 -0.387
H -1.156 5.056 2.541 0.087 0.230 -0.656
H -0.616 6.920 0.902 -0.101 -0.320 -0.353
H -0.667 6.476 -1.595 -0.182 -0.690 0.684
H -1.221 4.159 -2.363 0.139 0.065 -0.126
```
Positions in Å, forces in eV/Å.

The following is a quantum chemistry calculation of a structure of composition C7H12ClIO3PTi, from OMol25.

frontier orbital gap = 6.98 eV
HOMO energy = -20.93 eV
charge = +3
2S+1 = 1
ΔE to the lowest compared entry with this formula, charge and spin = 0.000 eV

XYZ file:
```
26
Properties=species:S:1:pos:R:3:forces:R:3
C 3.887 -0.213 5.734 -1.624 -0.961 -0.126
C 3.979 0.659 4.577 5.798 4.755 -0.782
H 4.631 0.007 6.524 0.000 0.396 -0.700
H 3.982 -1.250 5.374 -0.009 0.152 0.180
H 2.865 -0.081 6.121 0.222 -0.231 0.207
O 4.603 1.491 4.038 -3.661 -4.006 1.757
I 1.519 0.700 3.187 -0.568 0.037 -0.614
Ti 0.476 -0.363 1.090 -0.513 -1.547 3.107
P 1.549 -1.465 -0.734 0.800 -1.939 -2.527
C 2.194 -0.884 -2.336 -0.287 0.892 0.176
C 2.968 -2.061 0.197 0.292 0.481 0.625
H 0.058 -3.325 -0.365 0.145 -0.190 -0.446
H 1.362 -3.727 -1.552 -0.162 0.297 0.053
H -0.039 -2.707 -2.055 0.148 -0.191 0.247
C 0.637 -2.966 -1.226 -0.653 0.167 0.416
H 2.719 -2.109 1.268 0.338 -0.422 -0.108
H 3.210 -3.053 -0.214 -0.046 0.164 0.354
H 2.841 -1.674 -2.756 -0.253 0.224 0.295
H 2.758 0.051 -2.205 -0.017 -0.332 -0.253
H 3.818 -1.380 0.061 -0.156 -0.156 0.070
H 1.341 -0.707 -3.010 0.344 -0.041 0.120
C 1.261 1.388 -0.089 1.267 4.408 -3.443
O 1.572 2.255 -0.791 -1.285 -3.938 3.307
Cl -0.680 -2.097 1.987 1.080 1.771 -1.160
O -2.067 0.061 -0.959 4.949 -0.330 4.366
C -1.187 -0.004 -0.193 -6.150 0.543 -5.120
```
Positions in Å, forces in eV/Å.

The following is a quantum chemistry calculation of a structure of composition C8H16AlO14P2, from OMol25.

frontier orbital gap = 1.67 eV
HOMO energy = 3.15 eV
charge = -3
2S+1 = 1
ΔE to the lowest compared entry with this formula, charge and spin = 6.921 eV

XYZ file:
```
41
Properties=species:S:1:pos:R:3:forces:R:3
Al -2.283 -7.409 13.547 -0.065 0.450 0.242
P -4.215 -2.180 12.793 -1.213 1.388 -0.512
O -2.750 -2.632 12.717 0.237 0.624 -0.798
O -4.975 -1.662 11.498 1.778 -0.365 1.458
O -4.331 -1.150 13.982 0.028 -0.943 -1.174
O -4.971 -3.447 13.199 -0.876 -0.812 0.694
P -1.284 -5.750 18.850 -4.175 -0.026 0.247
O -1.097 -4.306 19.301 -1.181 1.773 0.634
O -0.282 -5.755 17.776 3.663 -0.513 -4.388
O -2.696 -6.155 18.222 3.046 0.188 2.930
O -0.376 -6.433 19.899 -1.245 -1.741 0.706
C -9.672 -9.278 18.840 0.019 -1.050 0.241
C -8.644 -9.305 17.739 0.148 1.153 -0.791
O -8.603 -10.605 17.175 0.267 -1.280 -1.017
C -7.716 -10.910 16.164 1.364 3.223 1.032
O -6.931 -10.132 15.644 -1.594 -1.146 0.650
O -7.780 -12.192 15.975 -1.433 -0.599 0.371
C -6.916 -12.841 15.093 0.363 -1.181 -0.217
H -10.669 -9.460 18.440 -0.091 0.436 -0.183
H -9.625 -8.352 19.413 -0.050 -0.088 -0.104
H -9.529 -10.144 19.487 0.297 0.153 0.405
H -7.640 -8.992 18.026 -0.040 -0.094 0.248
H -8.987 -8.592 16.990 0.272 0.030 -0.309
H -7.540 -13.580 14.591 0.072 0.109 -0.353
H -6.259 -13.422 15.740 0.537 0.151 -0.316
H -6.382 -12.214 14.379 -0.113 0.183 0.320
C 5.789 -3.267 11.716 -1.754 0.344 1.454
C 4.646 -4.136 12.389 0.978 1.161 -1.815
O 5.248 -5.395 12.287 0.377 -2.237 0.282
C 4.510 -6.495 12.524 -3.662 2.167 2.130
O 3.312 -6.507 12.818 2.087 0.069 -1.239
O 5.303 -7.495 12.603 3.106 -2.371 -0.182
C 4.780 -8.804 12.748 -1.883 -0.250 0.166
H 6.189 -3.902 10.926 0.180 0.535 0.004
H 6.512 -2.935 12.461 0.362 -0.514 -0.114
H 5.336 -2.332 11.387 0.055 -0.094 -0.550
H 3.804 -4.142 11.698 -0.388 0.286 0.494
H 4.375 -3.891 13.415 -0.045 0.054 -0.168
H 4.219 -8.929 13.674 -0.235 0.540 0.042
H 5.480 -9.637 12.807 0.817 0.816 -0.598
H 4.076 -8.919 11.924 -0.008 -0.532 0.079
```
Positions in Å, forces in eV/Å.

The following is a quantum chemistry calculation of the molecule C3H4F2O, from OMol25.

frontier orbital gap = 10.56 eV
SMILES string = OCC=C(F)F
HOMO energy = -9.76 eV
2S+1 = 1
ΔE to the lowest compared entry with this formula, charge and spin = 1.258 eV

XYZ file:
```
10
Properties=species:S:1:pos:R:3:forces:R:3
O -2.146 0.056 0.170 1.470 0.407 -0.038
C -0.825 -0.545 0.147 -0.175 0.065 -1.903
C 0.361 0.381 0.406 -0.346 1.117 1.208
C 1.569 0.236 -0.079 -2.251 -2.568 -1.074
F 1.751 -0.843 -0.825 0.992 -0.813 -0.643
F 2.633 0.927 -0.050 1.329 1.459 0.474
H -2.082 0.748 -0.505 -0.427 -0.067 0.268
H -0.939 -1.462 0.741 0.548 0.467 0.037
H -0.623 -0.809 -0.925 -0.370 -0.579 0.868
H 0.302 1.311 0.920 -0.771 0.513 0.802
```
Positions in Å, forces in eV/Å.

The following is a quantum chemistry calculation of the molecule C4H3F3, from OMol25.

frontier orbital gap = 11.05 eV
SMILES string = FC1(F)[C@H]2C[C@]21F
HOMO energy = -10.10 eV
2S+1 = 1
ΔE to the lowest compared entry with this formula, charge and spin = 1.881 eV

XYZ file:
```
10
Properties=species:S:1:pos:R:3:forces:R:3
F 2.186 0.299 2.412 0.149 -0.113 -0.249
C 1.099 0.560 1.672 -0.003 0.289 -0.642
F 0.155 1.047 2.507 -0.127 -0.043 0.201
C 0.763 -0.357 0.536 -0.236 0.423 0.283
C -0.341 0.388 -0.148 3.395 1.471 1.048
C 1.227 1.069 0.304 -3.338 -1.629 -0.697
F 2.157 1.639 -0.453 0.038 -0.107 0.178
H 1.158 -1.339 0.361 0.155 -0.206 0.024
H -0.457 0.262 -1.208 0.133 -0.028 -0.229
H -1.170 0.780 0.412 -0.167 -0.058 0.085
```
Positions in Å, forces in eV/Å.

Looking at strongest force on any atom for the records above, in order, we have 0.1081 0.0213 0.0615 0.1560 0.1116 0.0696 0.0748 hartree/bohr.
Looking at molecular weight for the records above, in order, we have 116.55 498.43 454.51 385.37 425.13 94.06 108.06 g/mol.